Molecular formula: C32H84B2CoF8N4O16
Method: DFT, ωB97M-V/def2-TZVPD

Properties
Total energy in a.u.: -4923.78749
HOMO level (spin up / spin down) in eV: -10.4 / -10.4
Lowest unoccupied orbital energy (spin up / spin down) in hartree: -0.0735 / -0.2778
HOMO-LUMO gap (spin up / spin down) in eV: 8.391 / 2.833
2S+1: 5
Net charge: +1

```
147
Properties=species:S:1:pos:R:3:forces:R:3:lowdin_spin:R:1
Co -4.948303 -12.908199 0.203584 -0.9 0.3 -0.1 2.784
B -4.106372 -15.355969 0.416715 0.5 -1.9 -0.2 0.002
F -2.833738 -15.453850 -0.098850 0.8 0.1 -0.2 0.000
F -4.613743 -16.563723 0.716416 -0.5 -1.8 0.7 0.001
F -4.134479 -14.544838 1.524600 0.0 1.1 1.1 0.022
F -4.955302 -14.818518 -0.535742 -0.6 0.5 -1.2 0.030
B -4.937110 -11.377871 3.144573 0.6 4.1 1.9 0.002
F -3.921879 -11.729787 3.978858 1.7 -0.8 1.4 0.001
F -6.091932 -11.395426 3.856695 -2.0 -0.9 0.5 0.002
F -4.749651 -10.046271 2.716530 0.2 0.1 -0.4 0.000
F -4.866246 -12.164899 2.079485 -0.6 -2.4 -2.7 0.027
C 1.864784 -22.737867 2.121098 0.1 0.2 -0.2 0.000
O 0.641172 -23.026572 1.451410 0.6 0.6 0.0 0.000
C -0.220674 -21.872154 1.510371 -1.6 -2.0 0.1 0.000
C -1.586063 -22.363774 0.828300 0.6 0.1 0.6 0.000
N -2.543134 -21.308950 0.469501 1.6 0.4 -0.9 0.000
C -3.626541 -21.823652 -0.348392 -2.0 1.1 0.6 0.000
C -4.384915 -20.662184 -1.094636 0.8 -1.5 0.0 0.000
O -3.487365 -20.064199 -2.026208 0.6 0.4 0.4 0.000
C -3.721841 -18.684122 -2.183120 -0.8 0.3 1.1 0.000
H 1.755171 -22.204512 3.065353 -0.6 0.0 0.3 0.000
H 2.471373 -22.063905 1.516180 0.3 -0.1 -0.3 0.000
H 2.423998 -23.637501 2.378094 -0.2 -0.2 -0.5 0.000
H 0.147309 -20.965726 1.029660 0.3 -0.1 -0.2 0.000
H -0.292709 -21.743946 2.590402 -0.7 0.8 -0.1 0.000
H -2.138048 -23.060690 1.458950 0.4 -0.1 0.4 0.000
H -1.327784 -22.928394 -0.067579 0.4 -0.1 -0.1 0.000
H -2.008374 -20.693009 -0.126111 0.2 0.6 -0.3 0.000
H -4.286336 -22.189765 0.438203 -0.7 -0.4 -0.4 0.000
H -3.471635 -22.639476 -1.054459 0.8 0.0 0.0 0.000
H -4.822685 -20.007430 -0.341143 0.4 0.6 -0.1 0.000
H -5.209809 -21.042349 -1.697225 -0.3 -0.4 0.3 0.000
H -2.900996 -18.087331 -2.580804 0.2 -0.7 -0.4 0.000
H -3.905295 -18.269033 -1.192094 0.0 0.3 0.2 0.000
H -4.650367 -18.524830 -2.731361 -0.1 0.2 -0.5 0.000
C -11.456585 -14.085325 3.840776 1.0 0.3 -0.7 0.000
O -10.702220 -13.251302 2.939227 0.7 0.1 -0.1 0.000
C -9.412067 -12.777039 3.381171 -1.1 -0.2 0.8 0.000
C -8.389463 -13.871722 3.658206 -0.9 0.2 0.2 0.000
N -8.384801 -14.793245 2.524594 0.9 0.5 0.1 0.001
C -7.556941 -15.981506 2.706092 0.1 0.3 -0.5 0.000
C -7.919989 -16.839381 3.913224 -0.7 -0.3 -0.5 0.000
O -9.301417 -17.133366 3.682445 -0.9 0.2 0.5 0.000
C -10.088737 -17.590330 4.799946 1.2 -0.1 0.2 0.000
H -12.459874 -14.069273 3.415055 0.0 -0.1 0.4 0.000
H -11.408854 -13.768161 4.882518 -0.2 0.5 0.0 0.000
H -11.043215 -15.093887 3.835270 -0.1 -0.3 -0.1 0.000
H -9.615622 -12.194954 4.279970 0.3 0.0 0.4 0.000
H -8.996434 -12.056778 2.676497 -0.4 -0.3 -0.4 0.000
H -8.637707 -14.395408 4.581366 -0.4 -0.2 0.2 0.000
H -7.468627 -13.344938 3.908506 0.5 -0.2 -0.7 0.000
H -9.338752 -15.088005 2.372298 -0.2 0.0 -0.1 0.000
H -6.515484 -15.663663 2.656718 0.3 -0.2 0.5 0.000
H -7.703982 -16.527955 1.774493 0.0 -0.5 0.2 0.000
H -7.749911 -16.351460 4.872972 -0.2 0.4 0.2 0.000
H -7.312710 -17.743675 3.952964 0.0 -0.3 -0.2 0.000
H -11.172823 -17.612639 4.688805 0.2 0.1 -1.2 0.000
H -9.973400 -16.924558 5.655256 0.5 0.0 0.3 0.000
H -9.751852 -18.601240 5.029420 -0.1 0.0 0.4 0.000
C -5.125158 -15.922200 10.065495 -1.8 -2.7 -1.2 0.001
O -4.280749 -14.999578 10.530894 1.1 1.5 0.9 0.001
C -4.711386 -13.683000 10.339157 1.0 0.1 0.1 0.002
C -4.501788 -13.128784 8.883178 -2.0 1.1 2.6 0.080
N -5.240219 -13.724914 7.785534 4.7 -0.9 -0.9 0.660
C -4.740504 -13.363231 6.474522 -1.3 -0.1 -2.3 0.095
C -4.756509 -14.527979 5.431765 -0.5 -0.3 0.2 0.004
O -3.973491 -15.551212 5.963727 0.1 -1.7 0.0 0.008
C -4.099173 -16.864575 5.305251 0.8 0.0 1.0 0.001
H -5.001945 -16.882552 10.566141 0.3 0.1 0.1 0.000
H -4.964403 -16.115469 9.004887 0.1 -0.3 -0.4 0.000
H -6.189578 -15.707142 10.159650 -0.2 0.5 0.3 0.001
H -4.021395 -13.185674 11.020827 0.1 0.9 -0.5 0.000
H -5.677718 -13.487768 10.804125 -0.5 -0.2 -0.6 0.001
H -3.423830 -13.065753 8.734420 0.0 -0.3 -0.8 0.035
H -4.910589 -12.118815 8.913982 0.5 0.6 0.1 0.018
H -5.053063 -14.717205 7.806136 -1.5 -1.5 0.3 0.024
H -3.743896 -12.921812 6.476553 0.1 0.2 0.6 0.032
H -5.379232 -12.572682 6.080619 -0.1 0.5 -0.3 0.037
H -4.389718 -14.285967 4.434271 0.2 1.0 0.1 0.000
H -5.752542 -14.925252 5.236359 -0.6 0.2 0.3 0.000
H -3.410489 -17.486763 5.876832 -0.1 0.0 0.0 0.000
H -3.773158 -16.966134 4.270124 0.1 0.9 -0.1 0.000
H -5.083123 -17.329985 5.362960 -0.4 0.5 0.3 0.000
C -5.906769 -13.514743 -2.920689 -0.3 -0.3 -0.3 0.005
O -5.169492 -12.779636 -1.892686 0.3 0.5 -3.0 0.029
C -3.985030 -12.154681 -2.542828 0.5 -0.5 2.0 0.000
C -3.199681 -11.512508 -1.371584 -1.2 0.9 -0.6 0.002
N -3.013394 -12.384297 -0.221578 1.8 1.1 0.6 0.036
C -2.286403 -11.576735 0.860684 -0.2 -0.2 -0.3 0.003
C -1.650934 -12.508698 1.902614 -1.3 0.8 -0.2 0.000
O -0.612074 -13.186554 1.264687 0.8 -0.9 0.3 0.000
C 0.118200 -14.042099 2.174008 0.0 1.0 -0.4 0.000
H -5.380837 -14.374201 -3.336423 0.7 0.1 0.3 0.000
H -6.170313 -12.886942 -3.771868 0.3 0.5 0.1 0.001
H -6.863287 -13.954836 -2.638734 0.1 0.4 1.1 0.000
H -4.215366 -11.388813 -3.283425 -0.5 -0.1 0.1 0.000
H -3.372204 -12.930970 -3.001001 -0.2 -0.2 -0.1 0.000
H -3.836095 -10.722400 -0.973067 0.0 0.4 -0.2 0.000
H -2.291211 -11.006803 -1.698757 0.2 -0.3 -0.2 0.001
H -2.252467 -13.002248 -0.464920 -0.2 -1.1 -0.3 0.002
H -2.952664 -10.794910 1.225314 -0.2 -0.4 0.5 0.000
H -1.483171 -10.999583 0.402613 0.3 -0.2 -0.3 0.001
H -2.404693 -13.184417 2.306781 -0.1 -0.3 -0.1 0.000
H -1.357296 -11.895185 2.754366 0.5 0.1 0.1 0.000
H 1.025640 -14.414099 1.698346 -0.3 0.0 -0.4 0.000
H -0.481901 -14.875052 2.540310 -0.1 0.0 0.0 0.000
H 0.468442 -13.407043 2.987725 -0.1 -0.1 0.4 0.000
C -7.567607 -16.888536 -1.838643 0.7 -0.8 1.6 0.000
C -7.524226 -18.108390 -0.853817 0.3 0.7 -0.9 0.000
O -8.223999 -19.252967 -1.351271 0.1 0.6 0.5 0.000
O -8.840666 -16.345579 -2.019356 -0.4 -0.1 -0.4 0.000
H -7.139848 -17.185269 -2.796283 0.2 -0.2 -0.2 0.000
H -6.929612 -16.113613 -1.413720 0.1 0.0 0.0 0.000
H -7.892387 -17.847996 0.138526 -0.6 0.0 -0.2 0.000
H -6.468970 -18.307028 -0.666513 0.3 -0.3 -0.3 0.000
H -8.177772 -19.245456 -2.310128 0.2 -0.1 -0.1 0.000
H -9.259888 -17.001114 -2.581604 -0.8 0.2 0.0 0.000
C -7.539189 -11.078854 0.168849 -0.5 -0.9 -0.2 0.001
C -7.915818 -12.599204 -0.025648 -1.5 1.6 -0.4 0.002
O -6.958194 -13.521570 0.429192 0.5 1.3 -0.7 0.022
O -6.149541 -10.908675 -0.111703 0.0 0.0 0.1 0.021
H -7.788904 -10.584179 1.107487 0.3 -0.7 0.5 0.000
H -8.110479 -10.469793 -0.531702 -0.2 -0.3 -0.4 0.000
H -8.184070 -12.773074 -1.067719 0.9 0.0 -0.5 0.000
H -8.916937 -12.778674 0.366322 0.1 -0.1 1.0 0.001
H -7.391980 -14.114519 1.047128 -0.6 -0.7 1.3 0.001
H -6.142730 -10.342369 -0.886850 0.6 -0.1 -0.1 0.001
C -1.267904 -15.233993 -3.155686 1.1 -1.4 0.7 0.000
C -0.057427 -16.179296 -3.307158 -0.9 -0.7 -1.6 0.000
O -0.302974 -17.452450 -2.680946 -0.1 0.6 0.1 0.000
O -1.110969 -14.558064 -1.971176 0.1 2.1 1.5 0.000
H -2.193022 -15.793911 -3.018706 -0.1 -0.5 -1.0 0.000
H -1.322682 -14.540138 -3.994539 0.0 0.0 0.0 0.000
H 0.922812 -15.814839 -2.999907 -0.4 0.7 0.3 0.000
H 0.005704 -16.337640 -4.383744 0.2 -0.3 -0.3 0.000
H 0.444011 -18.005933 -2.920274 0.0 -0.3 0.1 0.000
H -1.586890 -15.014040 -1.273185 0.0 -0.1 0.2 0.000
C -2.052455 -18.209283 2.124839 1.0 0.5 -1.1 0.000
C -0.874205 -17.731956 1.155599 -1.1 -0.7 -0.4 0.000
O -0.895731 -18.542127 -0.061157 -0.2 -0.1 1.5 0.000
O -1.897702 -19.516356 2.583255 0.6 0.2 0.8 0.000
H -3.022181 -18.165786 1.629021 0.1 0.5 -0.5 0.000
H -2.111618 -17.538137 2.981676 0.3 0.1 0.1 0.000
H 0.109537 -17.817314 1.617200 0.0 -0.5 0.3 0.000
H -0.965837 -16.666035 0.946984 -0.4 0.0 -0.3 0.000
H -0.791494 -18.063509 -0.886777 0.1 0.7 0.0 0.000
H -2.192637 -20.074231 1.859787 -0.4 -0.8 -0.4 0.000
```
Positions in Å, forces in eV/Å.